The following is a DFT calculation (wB97M-V/def2-TZVPD) of a 4-piece molecular cluster, C6H19O4 overall.

Each line ends with the natural charge from an NBO analysis.
Atoms and positions in Å:
1 C -1.2170 0.7611 1.0793  0.006
2 O -0.8576 0.8672 2.3570  -0.952
3 C -1.0341 -0.6516 0.4354  -0.470
4 C 0.3880 -1.1786 0.5196  -0.385
5 C 1.5004 -0.1152 0.4712  -0.414
6 C 1.8470 0.5295 -0.8927  -0.414
7 C 0.7352 0.6013 -1.9972  -0.634
8 H -0.6636 1.4434 0.3569  0.030
9 H -2.2664 1.1319 0.9368  0.082
10 H -1.5485 -0.4893 -0.5194  0.169
11 H -1.6800 -1.3103 1.0270  0.191
12 H 0.4348 -1.8236 1.3929  0.218
13 H 0.6388 -1.8046 -0.3528  0.150
14 H 1.3611 0.5776 1.2991  0.231
15 H 2.4557 -0.6131 0.6856  0.187
16 H 2.7405 0.0735 -1.3258  0.177
17 H 2.1087 1.5749 -0.7482  0.226
18 H -0.1039 -0.0464 -1.8547  0.217
19 H 0.6287 1.6745 -2.1403  0.214
20 H 1.0882 0.2599 -2.9822  0.186
21 H -4.2450 -0.2569 1.1239  0.465
22 H -3.2806 -0.2496 0.0840  0.479
23 O -4.2502 -0.3524 0.1592  -0.955
24 H 1.8477 -2.7827 -1.8489  0.475
25 H 1.3014 -4.1510 -1.9571  0.464
26 O 2.0332 -3.6299 -2.2813  -0.939
27 H 1.4979 2.6195 1.2602  0.480
28 H 0.2540 3.0176 0.4426  0.484
29 O 1.1527 3.2869 0.6589  -0.966

As for the energy relative to the best compared isomer or geometry (same formula, charge and spin): 0.0 kcal/mol. Its total charge is -1. The gap between HOMO and LUMO is 0.23015 Eh.

---

The following is a DFT calculation (wB97M-V/def2-TZVPD) of C14H32N6O6SY as an isolated structure.

Each line ends with the natural charge from an NBO analysis.
Atoms and positions in Å:
1 O 0.0121 -0.2643 -3.6130  -1.024
2 H 0.3018 0.0216 -4.5174  0.520
3 Y -0.1234 -0.2529 -1.4285  1.952
4 N 0.5325 2.3471 1.6868  -0.130
5 N 1.2999 1.2507 -0.4726  -0.360
6 N -1.3857 -1.3473 0.3783  -0.204
7 N -0.1676 -2.4339 -1.5734  -0.288
8 O -0.4680 3.0911 1.9675  -0.628
9 O -2.0502 -0.8298 1.4840  -0.550
10 O 0.4035 -2.9026 -2.7881  -0.525
11 O 1.9232 0.3927 -1.3739  -0.698
12 C 2.1448 2.1913 0.0251  0.157
13 C 1.6433 2.9148 1.1023  0.101
14 C -1.3151 -2.6999 0.4314  0.209
15 C -0.6298 -3.3105 -0.6773  0.252
16 C 1.9876 4.2996 1.5058  -0.663
17 H 2.5916 4.2901 2.4229  0.220
18 H 1.0872 4.8781 1.7466  0.255
19 H 2.5690 4.8725 0.7750  0.229
20 C 3.3735 2.5132 -0.7196  -0.656
21 H 3.1542 2.8504 -1.7401  0.236
22 H 4.0735 1.6731 -0.7794  0.244
23 H 3.8959 3.3174 -0.1941  0.220
24 C -1.9346 -3.6185 1.4569  -0.694
25 C -0.4949 -4.7568 -0.9565  -0.689
26 H -2.5051 -3.0754 2.2142  0.267
27 H -1.1692 -4.2295 1.9723  0.244
28 H -2.6134 -4.3414 0.9656  0.257
29 H 0.1860 -4.8801 -1.8045  0.275
30 H -1.4709 -5.1862 -1.2262  0.259
31 H -0.0918 -5.2763 -0.0804  0.245
32 H -2.2008 0.1337 1.2449  0.535
33 H 0.3364 -2.1059 -3.3800  0.522
34 C -1.4815 0.6488 -3.0599  -0.661
35 H -1.2191 1.5919 -2.5324  0.210
36 H -2.1424 -0.0542 -2.5009  0.176
37 H -1.8631 0.8098 -4.0284  0.240
38 O -2.6512 1.8968 0.9899  -1.030
39 H -3.2165 2.3185 0.3131  0.484
40 H -1.8007 2.5760 1.0663  0.517
41 C -1.4642 1.6517 4.4925  -0.424
42 N -0.1805 0.9845 4.6796  -0.487
43 C 0.7022 1.6135 5.6670  -0.398
44 C 0.3731 0.1696 3.7228  0.376
45 S 0.6409 0.5752 2.0679  0.439
46 N 0.7792 -1.0557 4.0432  -0.349
47 C 0.5971 -1.5858 5.3917  -0.418
48 C 1.3439 -1.9271 3.0301  -0.430
49 H -1.8137 1.9927 5.4756  0.214
50 H -2.1889 0.9420 4.0805  0.209
51 H -1.3716 2.5069 3.8106  0.251
52 H 0.1337 1.7747 6.5935  0.217
53 H 1.5549 0.9544 5.8644  0.204
54 H 1.0667 2.5880 5.3007  0.211
55 H 0.4037 -2.6568 5.3109  0.218
56 H 1.5018 -1.4295 5.9924  0.220
57 H -0.2559 -1.0843 5.8579  0.244
58 H 0.6261 -2.1716 2.2356  0.210
59 H 2.2469 -1.4998 2.5796  0.245
60 H 1.6193 -2.8530 3.5304  0.226

As for the energy relative to the best compared isomer or geometry (same formula, charge and spin): 67.8 kcal/mol. Its total charge is +1. The gap between HOMO and LUMO (alpha / beta) is 0.15949 / 0.15694 Eh.

---

The following is a DFT calculation (wB97M-V/def2-TZVPD) of C9H20F3Na3O7S as an isolated structure.

Each line ends with the natural charge from an NBO analysis.
Atoms and positions in Å:
1 Na -1.3547 -3.9699 10.2878  0.999
2 Na 1.0167 3.1916 7.4556  0.998
3 Na -5.3468 -0.6376 3.2096  0.999
4 C 1.6041 -2.9780 4.1035  0.725
5 F 1.0502 -4.1719 4.0747  -0.316
6 F 2.7397 -3.1036 4.7935  -0.316
7 F 1.8183 -2.5669 2.8702  -0.302
8 S 0.4060 -1.8025 4.9399  2.311
9 O -0.7787 -1.7481 4.0495  -1.027
10 O -0.0092 -2.3207 6.2220  -1.047
11 O 1.1322 -0.5809 5.1023  -1.026
12 C -0.2441 -7.1870 -2.1686  -0.259
13 O -1.3591 -7.4576 -3.0468  -0.539
14 C -1.9902 -6.3640 -3.7568  -0.094
15 C -2.4371 -5.2223 -2.9664  -0.099
16 O -1.3672 -4.3303 -2.6820  -0.549
17 C -1.7174 -3.0750 -2.2658  -0.238
18 H -0.3669 -6.4396 -1.3848  0.173
19 H 0.6084 -6.7638 -2.7000  0.170
20 H 0.1030 -8.1524 -1.8003  0.197
21 H -2.8753 -6.6244 -4.3372  0.202
22 H -1.3050 -6.0323 -4.5370  0.185
23 H -2.7204 -5.5977 -1.9831  0.181
24 H -3.1847 -4.6187 -3.4809  0.176
25 H -2.1451 -3.0784 -1.2633  0.135
26 H -2.5070 -2.7043 -2.9194  0.158
27 H -0.8867 -2.4030 -2.0500  0.201
28 C 2.0844 4.5255 0.8002  -0.247
29 O 2.5335 5.2678 -0.3192  -0.535
30 C 1.5013 6.1557 -0.8218  -0.098
31 C 1.9701 7.1408 -1.8774  -0.081
32 O 1.5779 8.4766 -1.6225  -0.539
33 C 0.2677 8.8983 -1.7803  -0.239
34 H 1.8053 5.2135 1.5982  0.155
35 H 2.8981 3.9428 1.2321  0.192
36 H 1.3120 3.8018 0.5400  0.165
37 H 1.1319 6.7758 -0.0051  0.171
38 H 0.6817 5.5801 -1.2521  0.164
39 H 1.6076 6.8462 -2.8622  0.165
40 H 3.0550 7.1033 -1.9755  0.213
41 H -0.0275 8.6991 -2.8105  0.168
42 H 0.1078 9.9442 -1.5183  0.200
43 H -0.3899 8.3680 -1.0915  0.147

As for the energy relative to the best compared isomer or geometry (same formula, charge and spin): 126.1 kcal/mol. Its total charge is +2. The gap between HOMO and LUMO is 0.18748 Eh.

---

The following is a DFT calculation (wB97M-V/def2-TZVPD) of a 2-piece molecular cluster, H4N2O2P overall.

Each line ends with the natural charge from an NBO analysis.
Atoms and positions in Å:
1 N -0.7656 -1.3896 -0.8524  -1.211
2 N 2.0415 1.0233 0.9476  -1.039
3 O -1.5516 -0.4962 1.5698  -1.094
4 O -1.7237 0.9613 -0.4988  -1.134
5 P -0.9765 -0.0795 0.2575  2.105
6 H 0.1068 -1.8738 -0.8304  0.382
7 H -1.1872 -1.2163 -1.7451  0.389
8 H 1.6603 1.9873 1.2621  0.307
9 H 2.3961 1.0835 -0.1104  0.294

As for the energy relative to the best compared isomer or geometry (same formula, charge and spin): 97.0 kcal/mol. Its total charge is -1. The gap between HOMO and LUMO (alpha / beta) is 0.33077 / 0.22425 Eh.

---

The following is a DFT calculation (wB97M-V/def2-TZVPD) of C5H8N4O2S as an isolated structure.

Each line ends with the natural charge from an NBO analysis.
Atoms and positions in Å:
1 C -0.1346 0.7170 0.5037  0.609
2 C 0.1785 2.0159 1.9826  -0.306
3 C -1.1564 2.5934 -0.0828  0.342
4 C 1.1953 -0.9933 1.4997  -0.469
5 C 0.1545 -1.2245 -0.8038  -0.437
6 N -0.9473 1.3156 -0.2696  -0.616
7 N -1.7726 3.3902 -0.9298  -0.743
8 N 0.3104 -0.4643 0.4088  -0.387
9 N 0.0449 1.7161 3.2934  0.410
10 O -0.4549 2.6391 3.9937  -0.497
11 O 0.3987 0.6235 3.7616  -0.486
12 S -0.6406 3.4036 1.3931  0.373
13 H 0.7356 -0.4907 2.4512  0.297
14 H 0.9611 -1.9904 1.5670  0.194
15 H 2.3130 -0.8962 1.5607  0.221
16 H -0.1941 -2.1840 -0.4896  0.218
17 H -0.7298 -1.0940 -1.4338  0.240
18 H 1.1016 -1.1569 -1.4233  0.218
19 H -1.9367 3.1310 -1.8117  0.399
20 H -2.0623 4.3807 -0.6166  0.420

As for the energy relative to the best compared isomer or geometry (same formula, charge and spin): 173.1 kcal/mol. The gap between HOMO and LUMO is 0.27643 Eh.

---

The following is a DFT calculation (wB97M-V/def2-TZVPD) of one molecule with the formula C5H8ClNO.

Each line ends with the natural charge from an NBO analysis.
Atoms and positions in Å:
1 Cl 3.0989 -0.4788 -0.0376  -0.031
2 C 1.5259 0.1289 -0.3707  -0.467
3 C 0.6633 0.2138 0.9216  0.078
4 C -0.5753 0.9884 0.5969  -0.427
5 C -1.3001 0.1776 -0.5160  -0.512
6 C -1.0582 -1.2532 -0.4712  0.003
7 N -0.4041 -1.8275 0.4593  -0.095
8 O 0.3117 -1.0359 1.2756  -0.358
9 H 1.7486 0.9546 -1.0969  0.233
10 H 0.9304 -0.6167 -1.0357  0.223
11 H 1.2450 0.6300 1.7199  0.212
12 H -0.9991 1.0800 1.6373  0.224
13 H -0.2255 1.9332 0.3577  0.217
14 H -2.3064 0.3369 -0.5290  0.250
15 H -1.2510 0.6426 -1.5405  0.236
16 H -1.4042 -1.8738 -1.3707  0.215

As for the energy relative to the best compared isomer or geometry (same formula, charge and spin): 90.4 kcal/mol. The gap between HOMO and LUMO is 0.36618 Eh.

---

The following is a DFT calculation (wB97M-V/def2-TZVPD) of a 2-piece molecular cluster, C3H2BrO2S overall.

Each line ends with the natural charge from an NBO analysis.
Atoms and positions in Å:
1 C 0.1235 -1.2782 -1.1999  0.341
2 C -2.5270 0.0742 0.1827  -0.568
3 C -1.3227 -0.0821 -0.2105  -0.304
4 O -4.1694 -1.7511 1.3089  -0.926
5 O 0.7739 -2.0256 -0.6003  -0.577
6 S -3.8239 -1.1737 0.0010  1.180
7 Br -5.4088 0.4834 -0.2881  -0.340
8 H 0.5236 -0.9351 -2.3227  0.026
9 H -0.5377 0.7344 -0.1644  0.168

As for the energy relative to the best compared isomer or geometry (same formula, charge and spin): 53.4 kcal/mol. Its total charge is -1. The gap between HOMO and LUMO is 0.22769 Eh.

---

The following is a DFT calculation (wB97M-V/def2-TZVPD) of one molecule with the formula C6H8.

Each line ends with the natural charge from an NBO analysis.
Atoms and positions in Å:
1 C -0.4505 -1.8643 -0.7133  -0.367
2 C -0.2462 -0.6607 -0.2326  -0.038
3 C -0.7367 0.3265 0.6369  -0.079
4 C -1.9426 0.8517 0.3850  -0.328
5 C 0.5165 0.4814 -0.2133  -0.217
6 C 1.8350 0.5481 0.4729  -0.597
7 H -1.2998 -2.4556 -0.3891  0.202
8 H 0.2255 -2.2969 -1.4414  0.199
9 H -2.5794 1.1573 1.2080  0.192
10 H -2.3147 0.9988 -0.6243  0.183
11 H 0.4312 1.1900 -1.0271  0.216
12 H 1.9838 -0.2699 1.1871  0.216
13 H 1.9344 1.4942 1.0154  0.213
14 H 2.6435 0.4994 -0.2642  0.207

As for the energy relative to the best compared isomer or geometry (same formula, charge and spin): 117.1 kcal/mol. The gap between HOMO and LUMO (alpha / beta) is 0.30939 / 0.23815 Eh.

---

The following is a DFT calculation (wB97M-V/def2-TZVPD) of a 2-piece molecular cluster, C16H15B2O7 overall.

Each line ends with the natural charge from an NBO analysis.
Atoms and positions in Å:
1 O 2.5374 -5.6117 -0.4993  -0.952
2 B 2.2687 -4.2226 -0.3461  1.351
3 O 3.0804 -3.2810 -1.0568  -0.973
4 O 1.2106 -3.7646 0.4587  -0.931
5 B 0.1020 -3.5556 -0.4961  0.820
6 O -1.1674 -2.9767 0.0429  -0.747
7 C -1.9871 -3.0988 -1.1128  -0.101
8 C -1.8207 -4.6563 -1.3769  -0.082
9 O -0.3966 -4.7818 -1.1824  -0.767
10 H 2.3414 -5.8384 -1.4124  0.487
11 H 2.6580 -3.0789 -1.8957  0.495
12 H 0.4801 -2.6473 -1.2317  -0.210
13 H -1.5551 -2.6348 -2.0437  0.158
14 H -3.0063 -2.6536 -1.0482  0.161
15 H -2.4166 -5.3589 -0.7500  0.156
16 H -1.8984 -4.7869 -2.4868  0.148
17 C -0.9679 -0.5964 2.3566  -0.165
18 C -0.9502 0.2692 3.4472  -0.205
19 C -0.6644 1.6156 3.2654  -0.170
20 C -0.3832 2.1002 1.9910  -0.157
21 C -0.3779 1.2259 0.8986  -0.065
22 C -0.6824 -0.1223 1.0852  -0.164
23 C -0.0332 1.7187 -0.4567  0.505
24 O -0.0310 0.9693 -1.4122  -0.504
25 C 0.3190 3.1520 -0.6274  -0.039
26 C 0.7005 3.6197 -1.8827  -0.189
27 C 1.0190 4.9591 -2.0574  -0.198
28 C 0.9491 5.8396 -0.9812  -0.208
29 C 0.5749 5.3773 0.2720  -0.161
30 C 0.2679 4.0304 0.4543  -0.143
31 C -0.0973 3.5412 1.8071  0.542
32 O -0.1543 4.3151 2.7482  -0.551
33 H -1.1988 -1.6456 2.4961  0.243
34 H -1.1615 -0.1072 4.4414  0.208
35 H -0.6566 2.2860 4.1158  0.226
36 H -0.6930 -0.8076 0.2444  0.288
37 H 0.7530 2.9385 -2.7227  0.241
38 H 1.3205 5.3192 -3.0340  0.211
39 H 1.1912 6.8868 -1.1200  0.209
40 H 0.5259 6.0634 1.1083  0.233

Its total charge is -1. The gap between HOMO and LUMO is 0.22172 Eh.

---

The following is a DFT calculation (wB97M-V/def2-TZVPD) of an isolated ion of composition C4H9N2O and charge +1.

Each line ends with the natural charge from an NBO analysis.
Atoms and positions in Å:
1 C -0.3716 -1.2939 -1.3552  -0.664
2 C -0.2018 -0.9217 0.0993  0.028
3 N -1.4036 -0.9442 0.9327  0.096
4 O -2.1900 -1.8270 0.7508  -0.178
5 N 0.4128 0.4059 0.2789  -0.365
6 C -0.4066 1.6087 0.4201  -0.222
7 C 0.3724 1.1031 1.5612  -0.217
8 H -1.0105 -0.5703 -1.8626  0.237
9 H 0.5823 -1.3552 -1.8725  0.244
10 H -0.8561 -2.2674 -1.4145  0.276
11 H 0.6176 -1.7752 0.6760  0.267
12 H 1.2623 0.4917 -0.2792  0.456
13 H -1.4762 1.4398 0.4136  0.261
14 H -0.0829 2.4885 -0.1212  0.257
15 H 1.2795 1.6021 1.8721  0.255
16 H -0.1555 0.5781 2.3469  0.268

As for the energy relative to the best compared isomer or geometry (same formula, charge and spin): 120.1 kcal/mol. Its total charge is +1. The gap between HOMO and LUMO is 0.33205 Eh.

---

no.,maximum force (eV/A),calculated total energy (hartree)
1,1.97,-540.9251
2,4.48,-1768.5843
3,3.03,-2065.6324
4,3.06,-603.7660
5,6.93,-962.7820
6,3.82,-785.3840
7,4.43,-3238.0642
8,3.66,-233.2004
9,2.51,-1195.3642
10,4.58,-342.1659